{
  "formula": "C30H31N5O5Os",
  "method": "ωB97M-V with the def2-TZVPD basis set",
  "symbols": ["Os", "O", "C", "C", "C", "C", "C", "C", "N", "H", "H", "H", "H", "H", "H", "H", "O", "C", "C", "C", "C", "N", "C", "C", "C", "C", "C", "C", "O", "C", "C", "N", "H", "H", "H", "H", "H", "H", "H", "H", "H", "H", "H", "H", "O", "C", "C", "C", "C", "N", "C", "C", "C", "C", "C", "C", "O", "C", "C", "N", "H", "H", "H", "H", "H", "H", "H", "H", "H", "H", "H", "H"],
  "positions_angstrom": [[-0.12231, 0.19672, -0.63324], [1.26055, 0.10800, -1.88186], [1.88264, 1.35804, -2.28941], [0.72185, 2.10241, -2.76203], [0.67603, 3.05664, -3.75051], [-0.56459, 3.58335, -4.09848], [-1.71518, 3.08779, -3.46755], [-1.56227, 2.12224, -2.49525], [-0.34202, 1.67273, -2.13063], [1.91998, -0.59802, -1.80745], [2.64228, 1.24148, -3.06155], [2.35552, 1.85937, -1.43896], [1.58390, 3.36861, -4.25126], [-0.64603, 4.34426, -4.86512], [-2.70060, 3.43759, -3.74264], [-2.42854, 1.67314, -2.02374], [-2.41834, -5.66193, 2.17407], [-1.88614, -4.67782, 3.00770], [-1.42548, -3.52690, 2.19038], [-0.95106, -2.34917, 2.78649], [-0.57678, -1.30591, 1.99098], [-0.61465, -1.36259, 0.63007], [-1.06480, -2.51321, 0.04239], [-1.46624, -3.58582, 0.79169], [-1.10279, -2.46755, -1.41484], [-1.58485, -3.47819, -2.20264], [-1.63808, -3.32717, -3.59575], [-2.19535, -4.38021, -4.48581], [-2.45199, -3.82338, -5.73775], [-1.16455, -2.12607, -4.13814], [-0.68446, -1.15467, -3.30485], [-0.65105, -1.29367, -1.95158], [-2.77360, -6.39731, 2.68761], [-1.02824, -5.04551, 3.59318], [-2.61143, -4.32088, 3.75248], [-0.88574, -2.25924, 3.86335], [-0.22283, -0.38381, 2.42832], [-1.81746, -4.50402, 0.34197], [-1.94471, -4.39475, -1.75380], [-3.09097, -4.82063, -4.02811], [-1.46008, -5.20016, -4.54455], [-2.86304, -4.45615, -6.33845], [-1.19035, -1.97315, -5.20871], [-0.30920, -0.23200, -3.71867], [4.68183, 1.36695, 4.41665], [5.06667, 0.56668, 3.33551], [3.93301, 0.48488, 2.36743], [3.92188, -0.44347, 1.32401], [2.83285, -0.48680, 0.48709], [1.77812, 0.32934, 0.63756], [1.76875, 1.23334, 1.64014], [2.83607, 1.33505, 2.50659], [0.56324, 2.03858, 1.72383], [0.34579, 3.02374, 2.65714], [-0.84658, 3.75345, 2.65581], [-1.12938, 4.82336, 3.65351], [-2.15035, 5.63679, 3.15961], [-1.79558, 3.43745, 1.67880], [-1.52353, 2.42672, 0.79300], [-0.36203, 1.73278, 0.79201], [5.38931, 1.43249, 5.06903], [5.35332, -0.44744, 3.63966], [5.94494, 0.97728, 2.81675], [4.74342, -1.13237, 1.17161], [2.79041, -1.19730, -0.32747], [2.85559, 2.05344, 3.31418], [1.10365, 3.24974, 3.39619], [-0.21776, 5.38065, 3.90040], [-1.42689, 4.33348, 4.59528], [-2.35551, 6.36590, 3.75630], [-2.72559, 3.98731, 1.62632], [-2.26260, 2.14551, 0.05574]],
  "atomic_forces_ev_per_a": [[-0.751, -0.796, 3.495], [4.558, -0.245, -2.857], [1.363, 0.998, -0.122], [0.467, 0.661, -0.683], [-0.086, 0.231, -0.292], [-0.193, -0.164, 0.227], [0.472, 0.000, -0.147], [-0.195, 0.265, -0.113], [-2.590, 0.356, 0.981], [0.027, -0.095, 0.019], [-0.047, -0.614, -0.002], [-0.048, -0.297, 0.161], [-0.028, 0.041, 0.005], [0.023, -0.014, 0.008], [-0.013, -0.028, 0.009], [0.039, 0.050, 0.078], [0.052, 0.109, -0.225], [-0.050, -0.358, 0.444], [0.023, 0.235, -0.109], [-0.185, -0.345, -0.034], [0.292, 0.117, -0.272], [0.097, 0.072, 0.469], [0.056, 0.317, 0.364], [-0.066, -0.257, 0.261], [-0.106, 0.107, -0.215], [-0.026, -0.256, -0.248], [-0.024, 0.208, 0.046], [-0.175, -0.496, -0.218], [0.110, 0.311, 0.028], [-0.062, -0.074, 0.018], [0.059, -0.008, -0.044], [-0.774, -0.141, 0.094], [0.026, 0.010, 0.030], [0.044, 0.047, -0.057], [-0.015, 0.108, -0.082], [-0.043, 0.052, -0.008], [-0.001, 0.008, -0.034], [-0.041, 0.045, -0.030], [0.001, 0.024, 0.011], [-0.004, 0.103, 0.091], [0.061, 0.040, 0.104], [0.032, -0.094, 0.061], [-0.023, 0.020, 0.014], [-0.014, 0.032, 0.042], [-0.232, 0.023, -0.103], [0.450, -0.035, 0.181], [-0.081, 0.069, 0.138], [-0.021, 0.056, -0.069], [-0.145, -0.033, -0.107], [-1.786, 0.013, -0.672], [0.349, -0.169, -0.005], [0.228, -0.120, 0.028], [0.017, 0.137, 0.139], [-0.076, 0.182, 0.241], [-0.104, -0.056, -0.227], [-0.017, 0.356, 0.579], [-0.058, -0.135, -0.334], [0.087, 0.023, 0.156], [0.031, -0.044, -0.092], [-0.963, 0.010, -0.848], [0.047, -0.010, -0.034], [-0.109, -0.044, 0.014], [-0.059, 0.015, -0.123], [-0.012, 0.001, -0.022], [0.089, -0.261, 0.121], [-0.068, -0.001, 0.000], [0.017, -0.028, -0.029], [0.068, -0.018, -0.198], [0.035, -0.143, -0.058], [0.064, -0.048, 0.098], [-0.009, -0.029, 0.017], [0.021, 0.003, -0.060]],
  "lumo_energy_ev": [-14.068, -14.067],
  "orbital_gap_ev": [5.46, 5.46],
  "homo_ev": [-19.5, -19.5],
  "total_charge": 4
}

{
  "formula": "C53H71AsNO5P2RbSSi3",
  "method": "ωB97M-V with the def2-TZVPD basis set",
  "symbols": ["Rb", "C", "O", "Si", "C", "C", "C", "Si", "C", "C", "C", "Si", "C", "C", "C", "H", "H", "H", "H", "H", "H", "H", "H", "H", "H", "H", "H", "H", "H", "H", "H", "H", "H", "H", "H", "H", "H", "H", "H", "H", "H", "H", "C", "C", "O", "C", "C", "C", "C", "C", "C", "O", "H", "H", "H", "H", "H", "H", "H", "C", "N", "P", "C", "C", "C", "C", "C", "C", "C", "C", "C", "C", "C", "C", "P", "C", "C", "C", "C", "C", "C", "C", "C", "C", "C", "C", "C", "H", "H", "H", "H", "H", "H", "H", "H", "H", "H", "H", "H", "H", "H", "H", "H", "H", "H", "H", "H", "H", "H", "H", "O", "C", "O", "C", "C", "C", "C", "C", "C", "H", "H", "H", "H", "H", "C", "As", "C", "C", "S", "H", "H", "H", "H", "H", "H", "H", "H", "H"],
  "positions_angstrom": [[-0.15757, 0.52093, 1.12064], [3.20287, 1.43432, 3.02421], [2.48751, 0.24873, 2.79577], [3.24164, -1.25739, 2.62210], [4.85641, -1.12480, 3.61795], [3.81119, -1.23551, 0.81142], [2.15985, -2.58778, 3.08057], [1.38470, -2.52922, 4.70530], [-0.46556, -2.93884, 4.73130], [1.47676, -0.83676, 5.55150], [2.15536, -3.69907, 5.99958], [2.11668, -4.07401, 2.07564], [3.76973, -5.02127, 2.00117], [0.89430, -5.41009, 2.65240], [1.61521, -3.80229, 0.27336], [3.71540, 1.41199, 3.99389], [2.50429, 2.27309, 3.02410], [3.95424, 1.61998, 2.24610], [5.49250, -0.28958, 3.30785], [5.41521, -2.05316, 3.46269], [4.67044, -1.03582, 4.69070], [4.59920, -0.48324, 0.69128], [2.98101, -0.93899, 0.16354], [4.20302, -2.18768, 0.44751], [-1.02920, -2.18873, 4.16913], [-0.85181, -2.94742, 5.75633], [-0.67912, -3.91215, 4.28527], [0.93523, -0.07387, 4.98980], [2.50200, -0.48151, 5.67523], [1.02844, -0.91857, 6.54782], [2.14116, -4.74364, 5.67936], [1.63404, -3.63050, 6.96079], [3.20160, -3.41869, 6.15631], [4.00414, -5.41249, 2.99634], [4.59958, -4.37693, 1.70180], [3.72348, -5.86430, 1.30290], [1.00816, -5.67828, 3.70469], [1.06935, -6.31144, 2.05483], [-0.14206, -5.10687, 2.48865], [2.28728, -3.11057, -0.24046], [0.60686, -3.37622, 0.24292], [1.60179, -4.74446, -0.28673], [3.75385, 3.54848, -0.09676], [2.31748, 3.32883, 0.36185], [1.88393, 2.18385, 0.31487], [1.52082, 4.47616, 0.78204], [2.02998, 5.77643, 0.59788], [1.32056, 6.90963, 0.91312], [0.03354, 6.75191, 1.47217], [-0.50240, 5.51572, 1.68762], [0.19523, 4.29399, 1.34421], [-0.35521, 3.18238, 1.53688], [4.33470, 4.13646, 0.61529], [3.76285, 4.07234, -1.05745], [4.21122, 2.56893, -0.22424], [3.01874, 5.88879, 0.16786], [1.74078, 7.89365, 0.74772], [-0.54144, 7.63183, 1.74705], [-1.47945, 5.39301, 2.14338], [-0.44215, 0.76029, -4.65662], [-0.18798, 0.49457, -3.24361], [1.29867, 0.82001, -2.47038], [2.56265, -0.14907, -3.37757], [2.27254, -1.11080, -4.34183], [3.28093, -1.90268, -4.87843], [4.59278, -1.74351, -4.45869], [4.89170, -0.80014, -3.48278], [3.88354, -0.02012, -2.94024], [1.64432, 2.52540, -3.04938], [0.93274, 3.53264, -2.39297], [1.15333, 4.86862, -2.68920], [2.09645, 5.21718, -3.64858], [2.81082, 4.22615, -4.30691], [2.58720, 2.88692, -4.00800], [-1.15324, -0.52993, -2.22474], [-1.11553, -2.09425, -3.19354], [-0.26749, -3.08712, -2.71142], [-0.05541, -4.25526, -3.43056], [-0.69650, -4.44786, -4.64590], [-1.56125, -3.47442, -5.13077], [-1.77166, -2.30862, -4.40597], [-2.83952, 0.06808, -2.62204], [-3.05924, 1.42063, -2.87134], [-4.34275, 1.90658, -3.08577], [-5.43228, 1.05028, -3.02299], [-5.22595, -0.29730, -2.75345], [-3.94184, -0.78588, -2.56424], [-0.51362, -0.16243, -5.23884], [0.36382, 1.36679, -5.07284], [-1.37831, 1.30797, -4.78607], [1.24929, -1.27377, -4.65208], [3.03129, -2.65650, -5.61550], [5.37706, -2.36797, -4.86905], [5.90706, -0.68974, -3.12234], [4.11724, 0.68340, -2.14757], [0.23404, 3.26877, -1.60479], [0.62004, 5.63206, -2.13625], [2.28501, 6.26107, -3.86894], [3.55104, 4.49334, -5.05219], [3.15625, 2.12000, -4.51996], [0.22142, -2.95028, -1.75634], [0.60817, -5.01175, -3.03007], [-0.53431, -5.35927, -5.20962], [-2.07617, -3.62411, -6.07280], [-2.46176, -1.56207, -4.78300], [-2.21574, 2.10304, -2.88949], [-4.48955, 2.96150, -3.28931], [-6.43554, 1.42942, -3.17903], [-6.06916, -0.97491, -2.68843], [-3.78923, -1.83279, -2.33577], [-2.29395, -2.15573, -0.31648], [-2.88021, -1.41994, 0.50481], [-2.72843, -0.18140, 0.66605], [-3.87265, -2.12422, 1.41563], [-3.41678, -3.09516, 2.30215], [-4.30126, -3.74934, 3.14647], [-5.66031, -3.46483, 3.09013], [-6.12439, -2.51628, 2.18869], [-5.23274, -1.84297, 1.36402], [-2.35913, -3.32988, 2.33101], [-3.92695, -4.48313, 3.85011], [-6.35232, -3.97965, 3.74601], [-7.18435, -2.29474, 2.13463], [-5.59069, -1.09713, 0.66537], [-3.16710, 3.40462, 0.11515], [-4.47138, 3.52235, 1.52566], [-5.22646, 1.75994, 1.62061], [-5.82081, 4.60286, 0.64545], [-3.95572, 4.34615, 3.36426], [-3.75684, 3.19695, -0.77903], [-2.42802, 2.61082, 0.21668], [-2.66159, 4.36425, 0.01680], [-5.71965, 1.51444, 0.67899], [-5.92545, 1.72028, 2.45389], [-4.39341, 1.07328, 1.77654], [-6.08083, 4.16660, -0.31983], [-5.41262, 5.60292, 0.50992], [-6.69964, 4.65751, 1.28551]],
  "atomic_forces_ev_per_a": [[0.445, -0.222, 0.219], [-0.006, 0.019, 0.040], [-0.106, -0.077, 0.090], [0.071, 0.141, -0.159], [0.021, -0.029, -0.041], [0.064, 0.063, 0.030], [-0.161, 0.047, 0.007], [0.014, 0.019, 0.007], [-0.044, -0.016, 0.010], [-0.045, -0.033, 0.052], [0.006, 0.030, 0.018], [-0.010, -0.041, 0.016], [-0.032, -0.051, 0.010], [0.026, -0.033, -0.060], [-0.020, 0.036, -0.085], [0.001, -0.004, 0.007], [-0.014, 0.010, -0.020], [0.000, 0.005, -0.011], [0.001, 0.000, 0.001], [0.009, 0.006, 0.007], [-0.027, 0.002, 0.040], [-0.007, 0.015, -0.010], [-0.001, -0.009, -0.005], [0.037, -0.021, 0.031], [0.012, 0.003, 0.006], [0.001, 0.017, -0.002], [0.005, 0.003, 0.023], [0.006, -0.012, -0.011], [0.048, 0.001, -0.010], [0.000, 0.030, 0.002], [-0.012, -0.025, -0.039], [0.011, -0.012, 0.008], [0.004, -0.016, 0.008], [0.016, 0.002, -0.005], [0.009, 0.053, -0.023], [0.015, -0.011, 0.007], [0.011, 0.008, 0.038], [-0.011, -0.015, 0.020], [0.001, 0.022, -0.004], [-0.053, -0.050, -0.014], [0.016, -0.022, 0.055], [-0.008, -0.004, 0.002], [0.027, 0.022, -0.031], [-0.110, 0.048, -0.026], [0.285, 0.079, -0.061], [0.006, -0.033, 0.049], [0.014, 0.023, 0.018], [0.003, -0.041, -0.007], [-0.027, 0.013, 0.014], [0.015, -0.019, 0.003], [0.025, 0.102, -0.070], [-0.029, 0.048, -0.028], [-0.007, -0.003, 0.009], [-0.005, -0.006, -0.006], [0.000, -0.003, 0.005], [-0.004, 0.012, -0.001], [0.002, 0.007, 0.001], [0.004, 0.003, -0.001], [0.012, 0.011, -0.010], [0.059, 0.002, 0.018], [-0.007, -0.009, -0.209], [-0.118, -0.085, 0.103], [0.033, 0.046, -0.043], [-0.008, -0.003, 0.048], [0.005, 0.010, 0.009], [0.001, -0.012, -0.006], [-0.025, 0.021, 0.022], [0.038, -0.027, -0.030], [0.072, 0.029, 0.007], [0.008, 0.009, -0.011], [-0.023, -0.014, -0.009], [-0.003, 0.004, 0.007], [-0.004, -0.029, -0.007], [-0.025, 0.044, -0.013], [0.033, -0.030, 0.078], [-0.035, -0.005, -0.041], [-0.009, -0.052, -0.011], [0.007, 0.034, 0.015], [-0.010, -0.004, -0.008], [0.006, 0.001, 0.006], [0.001, 0.014, 0.011], [-0.003, 0.055, -0.062], [-0.044, -0.015, 0.021], [0.008, 0.020, 0.013], [-0.004, 0.001, -0.008], [0.021, 0.000, -0.009], [-0.017, 0.025, 0.058], [0.012, 0.000, -0.005], [-0.003, 0.001, 0.003], [0.014, -0.021, -0.016], [-0.028, 0.006, -0.008], [0.003, -0.001, -0.002], [-0.002, -0.001, -0.006], [0.007, -0.008, -0.006], [-0.013, 0.014, -0.001], [-0.008, -0.013, -0.010], [0.003, 0.010, -0.004], [-0.001, 0.004, 0.001], [0.001, 0.003, -0.002], [0.003, 0.002, 0.005], [0.012, 0.016, 0.000], [-0.004, -0.008, -0.012], [0.001, 0.001, -0.001], [0.001, -0.002, -0.002], [0.008, -0.007, -0.001], [-0.003, -0.003, 0.022], [-0.003, -0.002, 0.004], [0.003, 0.002, 0.000], [-0.006, 0.004, 0.001], [0.017, -0.018, 0.013], [-0.002, -0.043, -0.125], [-0.023, 0.100, 0.056], [-0.477, -0.198, -0.021], [0.033, -0.040, 0.013], [0.012, -0.009, 0.001], [-0.010, 0.008, -0.014], [0.014, -0.004, -0.011], [-0.007, -0.003, 0.016], [0.028, 0.017, 0.009], [-0.025, 0.002, 0.003], [0.007, -0.001, 0.002], [-0.008, 0.000, 0.000], [-0.001, 0.007, -0.008], [-0.012, 0.059, -0.008], [0.017, -0.015, -0.347], [0.156, -0.008, -0.039], [0.048, -0.018, 0.067], [-0.065, -0.036, 0.018], [-0.051, 0.030, 0.015], [0.021, 0.063, -0.050], [-0.146, 0.096, 0.396], [0.045, -0.005, 0.049], [0.028, -0.001, -0.001], [-0.001, -0.014, -0.021], [-0.049, -0.106, -0.036], [-0.006, 0.004, 0.001], [-0.004, 0.002, -0.004], [0.005, 0.012, 0.001]],
  "lumo_energy_ev": 3.493,
  "orbital_gap_ev": 5.47,
  "homo_ev": -2.0,
  "total_charge": -2,
  "relative_energy_kj_mol": 21.7
}